This record from the OMol25 dataset describes a 2-piece molecular cluster, C35H28O2P overall at a distorted geometry. The level of theory is wB97M-V/def2-TZVPD.

Structure (XYZ):
```
66
Properties=species:S:1:pos:R:3:mulliken_charge:R:1
C 3.613 1.857 -3.637 -0.52
C 3.927 0.528 -3.936 -0.65
C 3.296 -0.521 -3.265 -0.34
C 2.331 -0.235 -2.285 -0.07
P 1.489 -1.546 -1.360 2.20
C -0.283 -1.451 -1.741 -0.19
C -1.194 -1.964 -0.808 -0.58
C -2.564 -1.830 -1.042 -0.68
C -3.023 -1.250 -2.231 -0.54
C -2.107 -0.782 -3.178 -0.73
C -0.736 -0.857 -2.929 -0.18
C 2.109 -3.143 -1.953 0.08
C 3.225 -3.748 -1.349 -0.32
C 3.722 -4.948 -1.863 -0.65
C 3.100 -5.555 -2.961 -0.46
C 1.986 -4.953 -3.555 -0.66
C 1.479 -3.757 -3.047 -0.23
C 1.640 -1.246 0.347 -0.27
C 2.862 -0.770 0.939 -0.22
O 3.094 -0.800 2.161 -0.65
C 2.020 1.099 -1.975 -0.21
C 2.654 2.139 -2.659 -0.61
H 4.109 2.673 -4.165 0.38
H 4.670 0.309 -4.703 0.40
H 3.549 -1.558 -3.499 0.34
H -0.830 -2.469 0.091 0.77
H -3.275 -2.190 -0.298 0.45
H -4.098 -1.169 -2.416 0.42
H -2.463 -0.354 -4.114 0.44
H -0.021 -0.457 -3.650 0.45
H 3.695 -3.273 -0.486 0.39
H 4.604 -5.406 -1.414 0.40
H 3.491 -6.495 -3.361 0.38
H 1.514 -5.408 -4.426 0.40
H 0.603 -3.290 -3.501 0.33
H 0.783 -1.413 1.011 -0.16
H 3.624 -0.330 0.240 0.34
H 1.284 1.321 -1.198 0.42
H 2.395 3.173 -2.429 0.39
C -3.402 6.052 0.779 -0.42
C -3.464 4.900 -0.013 -0.74
C -3.101 3.662 0.517 -0.52
C -2.660 3.545 1.854 0.53
C -2.255 2.262 2.377 0.87
O -1.862 2.326 3.671 -0.38
C -1.451 1.190 4.340 0.55
C -1.384 -0.055 3.679 0.48
C -1.071 -1.172 4.504 -0.60
C -0.778 -1.001 5.851 -0.72
C -0.807 0.276 6.448 -0.39
C -1.174 1.379 5.689 -0.72
C -1.671 -0.070 2.299 0.29
C -2.169 1.067 1.679 -0.56
C -2.623 4.714 2.655 -0.43
C -2.984 5.948 2.115 -0.61
H -3.674 7.024 0.365 0.40
H -3.796 4.963 -1.049 0.40
H -3.163 2.756 -0.079 0.41
H -1.053 -2.164 4.048 0.44
H -0.516 -1.863 6.471 0.39
H -0.580 0.412 7.510 0.40
H -1.282 2.378 6.118 0.45
H -1.594 -0.997 1.732 0.23
H -2.495 1.048 0.642 0.37
H -2.324 4.651 3.702 0.41
H -2.940 6.837 2.743 0.40
```

Computed properties:
HOMO-LUMO gap ... 4.68 eV
E_tot ... -1842.09266 hartree
Net charge ... +1
Lowest unoccupied orbital energy ... -4.890 eV